Entry 1:
The following is a quantum chemistry calculation of C38H42BN5O3SSiV as an isolated structure, from the OMol25 dataset.

Positions of all 92 atoms, in Å:
1 V -0.355 -0.451 0.264
2 S -0.611 2.869 -1.456
3 Si 2.124 -1.966 2.249
4 O 1.371 -1.232 1.045
5 O 0.630 -6.300 -4.911
6 O 2.235 -6.435 -3.400
7 N 1.132 1.542 0.778
8 N 1.143 0.105 -1.541
9 N -1.294 -1.179 1.696
10 N -2.069 0.544 0.116
11 N -1.246 -1.490 -1.130
12 C 0.227 -3.407 -1.146
13 C 4.062 -1.138 4.215
14 C -4.245 0.583 -0.928
15 C 4.474 -0.287 2.024
16 C -3.764 2.036 0.898
17 C 1.064 -2.256 3.784
18 C -0.310 -2.692 6.184
19 C 3.380 -3.698 0.347
20 C -0.350 -3.894 -3.813
21 C 2.402 1.535 0.045
22 C 0.526 -3.507 4.086
23 C 0.860 -1.219 4.695
24 C 5.625 0.344 2.476
25 C 0.806 -4.480 -1.796
26 C 0.530 -4.734 -3.135
27 C -2.148 -1.424 2.444
28 C 4.092 -4.810 -0.083
29 C -0.930 -2.817 -3.175
30 C -0.658 -2.562 -1.823
31 C 4.374 -5.837 0.806
32 C -2.960 0.040 -0.777
33 C 0.292 3.726 -0.123
34 C -2.509 1.479 0.966
35 C -0.154 -3.726 5.276
36 C 0.180 -1.429 5.884
37 C 0.854 0.846 -2.771
38 C 0.698 2.892 1.110
39 C 2.941 -3.580 1.666
40 C 5.993 0.236 3.809
41 C -4.641 1.605 -0.104
42 C 2.465 0.387 -0.969
43 C 3.656 -1.022 2.883
44 C 5.216 -0.520 4.675
45 C 0.705 2.361 -2.615
46 C 3.257 -4.614 2.550
47 C 1.113 -5.879 -3.898
48 C 3.958 -5.734 2.126
49 C -2.471 -1.088 -1.469
50 B -3.413 -1.648 3.301
51 H 3.256 1.462 0.723
52 H 2.487 2.488 -0.475
53 H 0.628 -4.315 3.370
54 H 2.957 -4.538 3.589
55 H 1.662 0.682 -3.497
56 H 3.168 -2.892 -0.350
57 H 5.509 -0.629 5.712
58 H 4.188 -6.525 2.828
59 H -0.371 4.528 0.200
60 H 1.638 2.827 -2.306
61 H 6.883 0.736 4.170
62 H 1.133 -0.882 -1.785
63 H -1.827 1.771 1.752
64 H 0.036 -0.611 6.580
65 H -0.830 -2.864 7.118
66 H -4.061 2.782 1.621
67 H -5.618 2.057 -0.207
68 H 1.251 -0.229 4.473
69 H -0.137 2.831 1.804
70 H 6.236 0.914 1.786
71 H -3.508 -2.813 3.586
72 H 2.784 -0.509 -0.448
73 H 3.469 -1.725 4.905
74 H 0.437 2.778 -3.585
75 H 1.228 0.970 1.613
76 H 4.924 -6.709 0.473
77 H -4.309 -1.284 2.563
78 H 1.155 4.196 -0.593
79 H -3.353 -0.933 4.272
80 H -4.902 0.177 -1.686
81 H 3.200 0.622 -1.749
82 H -0.567 -4.103 -4.852
83 H 4.216 -0.220 0.970
84 H 1.452 -5.132 -1.219
85 H -3.093 -1.639 -2.163
86 H -0.065 0.442 -3.204
87 H 4.442 -4.870 -1.109
88 H 0.425 -3.222 -0.099
89 H -1.584 -2.153 -3.725
90 H -0.561 -4.706 5.491
91 H 1.491 3.453 1.624
92 H 2.518 -5.990 -2.593

Output
spin multiplicity: 4
E_HOMO (alpha / beta): -6.92 / -8.89 eV
⟨S²⟩: 3.775
frontier orbital gap (alpha / beta): 6.12 / 7.72 eV



Entry 2:
The following is a quantum chemistry calculation of an isolated ion of composition C6H5F6N2 and charge +1, from the OMol25 dataset.

Positions of all 19 atoms, in Å:
1 F -1.606 -2.320 1.129
2 F -0.405 1.768 0.553
3 F 0.391 -2.205 3.070
4 F -2.111 -0.297 1.765
5 F -0.554 -0.371 3.645
6 F 1.055 -0.446 2.039
7 N -0.517 -0.505 0.012
8 N 0.244 0.921 -1.471
9 C -0.331 0.784 -0.279
10 C 0.825 2.195 -1.939
11 C -0.013 -1.047 2.603
12 C -1.163 -1.130 1.510
13 C -0.012 -1.234 -0.983
14 C 0.441 -0.351 -1.947
15 H 0.003 -2.236 -0.971
16 H 1.083 2.702 -0.893
17 H 0.015 2.626 -2.516
18 H 0.814 -0.772 -2.843
19 H 1.842 1.917 -2.484

Output
spin multiplicity: 1
charge: +1
E_HOMO: -14.15 eV
SMILES: Cn1cc[n+](C(F)(F)C(F)(F)F)c1F
frontier orbital gap: 11.06 eV



Entry 3:
The following is a quantum chemistry calculation of C35H37BrP2Pb as an isolated structure, from the OMol25 dataset.

Positions of all 76 atoms, in Å:
1 Pb 1.953 -1.798 -4.374
2 Br 1.470 -4.382 -5.161
3 P 1.920 1.504 -0.598
4 P -1.487 0.915 -1.944
5 C -2.414 -2.582 -4.840
6 C 2.868 1.109 -5.510
7 C -2.110 -0.203 -4.476
8 C -2.977 1.984 -2.210
9 C 3.547 -0.085 -4.904
10 C 1.197 -1.710 -6.623
11 C -5.291 2.319 -2.904
12 C 5.766 -0.131 -0.112
13 C -2.227 -1.722 -2.588
14 C 3.744 4.194 1.895
15 C 2.353 -1.919 -7.568
16 C -3.013 3.247 -1.573
17 C 1.640 0.784 -6.371
18 C -5.316 3.568 -2.282
19 C 5.712 -1.192 -1.033
20 C -1.961 -0.438 -3.103
21 C 4.572 -1.371 -1.830
22 C 3.728 -1.372 -7.094
23 C 3.505 0.545 -0.742
24 C 4.458 5.011 1.007
25 C -2.308 -1.282 -5.350
26 C 2.847 3.242 1.407
27 C 2.698 3.056 0.012
28 C 4.673 0.737 0.027
29 C 3.326 3.954 -0.865
30 C 0.926 -0.492 -5.982
31 C 4.226 4.907 -0.368
32 C -2.436 -2.792 -3.457
33 C 3.504 -0.488 -1.677
34 C -4.172 4.025 -1.615
35 C -4.150 1.522 -2.837
36 C 3.910 -1.252 -5.605
37 C 0.890 -1.998 -2.348
38 C 1.227 1.893 -2.243
39 C -0.038 1.680 -2.749
40 H 4.763 5.557 -1.063
41 H -4.188 4.997 -1.121
42 H -2.124 3.604 -1.055
43 H 3.579 1.710 -6.102
44 H 4.686 -1.899 -5.173
45 H 0.920 1.607 -6.250
46 H 1.908 0.761 -7.440
47 H 4.078 0.151 -3.981
48 H -0.248 2.035 -3.772
49 H -0.076 -0.355 -5.557
50 H 5.189 5.730 1.386
51 H -2.199 -1.883 -1.507
52 H -2.579 -3.800 -3.053
53 H 0.392 -2.442 -6.692
54 H 1.916 2.497 -2.860
55 H -2.468 -3.434 -5.530
56 H -6.163 1.943 -3.441
57 H 1.610 -2.284 -1.567
58 H 4.485 -2.071 -7.488
59 H -2.347 -1.106 -6.426
60 H 3.906 4.291 2.970
61 H 2.132 -1.471 -8.557
62 H -6.229 4.165 -2.296
63 H 2.549 1.763 -4.689
64 H -4.183 0.533 -3.297
65 H 6.659 0.025 0.500
66 H 6.554 -1.878 -1.145
67 H 2.624 -0.561 -2.321
68 H 0.153 -2.795 -2.513
69 H -2.042 0.813 -4.873
70 H 4.731 1.574 0.727
71 H 3.940 -0.413 -7.603
72 H 2.434 -3.011 -7.714
73 H 2.302 2.600 2.098
74 H 0.386 -1.063 -2.060
75 H 3.165 3.875 -1.938
76 H 4.527 -2.177 -2.568

Output
spin multiplicity: 1
charge: +2
E_HOMO: -12.52 eV
frontier orbital gap: 3.73 eV



Entry 4:
The following is a quantum chemistry calculation of an isolated ion of composition C5H6N and charge +1, from the OMol25 dataset.

Positions of all 12 atoms, in Å:
1 N 0.701 -0.031 -0.498
2 C -1.063 -0.249 1.085
3 C 0.111 0.433 0.642
4 C -2.057 -0.895 1.371
5 C -0.117 1.172 -0.663
6 C 1.445 -0.864 -0.992
7 H -1.196 0.954 -0.934
8 H 0.778 0.926 1.431
9 H 1.768 -0.730 -2.027
10 H -2.886 -1.319 1.798
11 H 0.541 2.157 -0.847
12 H 1.976 -1.553 -0.367

Output
spin multiplicity: 1
charge: +1
E_HOMO: -14.70 eV
SMILES: C#C[C@@H]1C[N+]1=C
frontier orbital gap: 9.50 eV



The following largest force on an atom values (in eV/Å) correspond, in order, to the records above: 4.2; 4.2; 4.8; 4.4.
The following energy relative to the best compared isomer or geometry (same formula, charge and spin) values (in kcal per mole) correspond, in order, to the records above: 34.90; 26.80; 0.00; 108.40.
The following molar mass values (in g mol⁻¹) correspond, in order, to the records above: 738.70; 219.11; 806.73; 80.11.